The following is a quantum chemistry calculation of C51H65BF6N3O7P2S2SiSn as an isolated structure in a non-equilibrium geometry, from OMol25.

Values from the calculation:
2S+1: 1
Total charge: +1

Cartesian coordinates (Å):
Sn -0.335 -1.402 0.307
S -2.255 -3.176 1.804
S 0.076 -4.401 1.983
P -2.187 0.839 1.610
P 1.238 -1.735 -1.819
Si -2.010 -0.369 -1.510
F -3.453 -5.080 3.284
F -4.441 -4.516 1.462
F -2.715 -5.777 1.347
F -0.154 -6.203 0.068
F 1.807 -5.305 0.237
F 1.147 -6.744 1.719
O -1.854 -2.553 3.035
O 1.216 -3.631 2.362
O 2.497 -1.113 2.240
O 2.532 2.826 -0.594
O 0.487 -0.812 3.261
O -3.106 -2.356 0.987
O -0.707 -5.079 2.966
N 3.060 3.391 -2.715
N -0.912 -3.594 0.933
N -1.016 1.214 -0.995
C -1.631 2.536 -1.224
C 0.098 3.003 -2.968
C 0.564 -0.095 -2.482
C 0.757 -5.762 0.928
C -4.790 0.220 -1.384
C -3.711 3.565 4.450
C -3.307 3.044 3.070
C 1.056 1.021 -4.779
C -2.668 4.602 -0.190
C 2.685 -1.135 3.610
C -0.845 -0.240 -3.024
C 1.069 2.042 -2.358
C 3.725 -1.332 5.710
C -4.940 0.946 1.276
C 0.808 -2.937 -3.173
C -3.688 0.696 0.693
C 3.444 -2.782 -0.587
C -2.496 3.634 5.373
C 2.909 -4.186 -4.900
C 2.491 -1.185 6.337
C -2.746 -2.118 -1.948
C -1.638 3.471 0.009
C 5.035 -0.333 -0.670
C -6.023 0.508 -0.812
C 1.459 -0.965 4.233
C 0.108 5.322 -0.217
C -1.163 0.172 -4.256
C 3.060 -1.616 -1.520
C 4.956 -2.813 -0.357
C 2.530 -2.716 -5.059
C -3.604 0.299 -0.656
C 3.847 -1.308 4.324
C 3.515 -0.314 -0.851
C -1.827 2.265 5.479
C -6.099 0.859 0.532
C 5.446 -1.492 0.238
C -2.264 5.888 0.535
C 0.393 1.035 -1.383
C 1.324 -0.985 5.601
C 1.085 -2.498 -4.612
C 2.274 2.793 -1.783
C -1.101 3.220 -2.460
C -1.438 1.728 4.102
C -0.956 6.435 -0.042
C -0.168 0.705 -5.198
C -3.255 -4.769 2.022
C 1.456 0.850 -3.340
C 1.313 -4.374 -2.940
C -2.673 1.653 3.192
C -0.290 4.018 0.490
C 2.741 -4.614 -3.444
B 1.136 -0.989 2.056
H 5.203 -3.643 0.310
H -1.994 2.786 0.823
H -2.794 3.985 6.361
H 3.207 -2.088 -4.469
H 2.517 0.613 -3.281
H -3.697 -2.318 -1.452
H 4.611 -1.475 6.317
H 5.516 -0.443 -1.648
H -2.200 0.131 -4.587
H 0.265 5.114 -1.272
H 1.067 5.650 0.188
H -2.050 -2.887 -1.600
H -6.927 0.434 -1.405
H -2.143 5.697 1.602
H 4.995 -1.349 1.224
H -3.403 0.984 3.671
H 2.632 -2.409 -6.102
H -2.572 3.727 2.653
H -5.016 1.200 2.326
H -0.577 7.224 0.609
H 5.351 0.622 -0.245
H 2.838 3.405 -3.694
H -1.778 3.905 -2.962
H 3.569 -1.720 -2.482
H 0.438 -3.106 -5.255
H 2.980 -5.674 -3.337
H -0.457 0.836 -6.235
H 0.644 -5.043 -3.489
H 2.431 -1.236 7.416
H -4.471 2.910 4.888
H 0.357 -0.885 6.079
H 1.234 -4.634 -1.883
H 3.861 3.909 -2.396
H 2.264 -4.792 -5.546
H -0.690 2.390 3.649
H 5.467 -2.994 -1.310
H 3.941 -4.351 -5.215
H -2.751 4.830 -1.258
H 3.124 -3.741 -0.991
H 0.804 -1.465 -4.760
H 0.484 3.263 0.359
H 2.937 -2.639 0.370
H -0.937 2.333 6.106
H -0.990 0.742 4.209
H 0.415 3.511 -3.873
H -1.777 4.359 4.973
H -4.153 4.558 4.341
H -2.871 -2.244 -3.029
H 4.803 -1.440 3.831
H -0.354 4.223 1.564
H -0.278 -2.947 -3.045
H 6.530 -1.511 0.358
H -4.169 3.031 2.404
H -4.748 -0.098 -2.423
H -2.693 2.346 -1.416
H -3.053 6.635 0.433
H -7.055 1.072 0.992
H -1.158 6.892 -1.014
H 3.234 0.559 -1.426
H 1.031 0.874 -0.500
H 3.044 -0.219 0.132
H 3.462 -4.054 -2.841
H 1.798 1.427 -5.462
H -3.657 4.271 0.140
H -2.519 1.565 5.961

Löwdin population analysis, charges in e, atoms 1 to 6: 1.208, 0.582, 0.639, 1.297, 1.120, 0.511

---

The following is a quantum chemistry calculation of a 3-piece molecular cluster, CH5NO2S2 overall in a non-equilibrium geometry, from OMol25.

Values from the calculation:
2S+1: 1

Cartesian coordinates (Å):
S 3.525 -0.890 0.102
S 1.916 0.163 0.258
O 0.302 -1.498 -0.830
O 1.376 0.011 1.590
N -2.278 0.782 0.380
C -1.453 1.376 -0.315
H -1.288 1.351 -1.484
H -2.181 0.852 1.395
H -0.661 1.979 0.243
H -0.176 -2.072 -0.178
H 0.918 -2.054 -1.163

natural (NBO) population analysis, charges in e, atoms 1 to 6: -0.326, 1.135, -0.919, -0.847, -0.620, -0.035

---

The following is a quantum chemistry calculation of a 12-piece molecular cluster, C24H72O24 overall in a non-equilibrium geometry, from OMol25.

Values from the calculation:
2S+1: 1

Cartesian coordinates (Å):
O -0.323 -3.975 -2.410
O 1.221 -1.014 2.942
O -0.317 -1.522 0.814
O -1.109 2.617 5.314
O 1.428 1.041 1.028
O 2.377 -3.960 3.926
O -0.414 -4.409 3.946
O 2.842 -2.375 -2.405
O 0.556 -1.640 -3.827
O 6.291 0.512 0.235
O 0.501 0.296 -6.303
O 4.930 2.498 -1.820
O -5.698 2.028 -0.102
O -3.323 -1.360 -1.961
O 4.605 -1.850 -4.778
O -5.440 0.361 -2.568
O -1.250 6.513 0.232
O -0.505 4.091 -1.399
O -2.946 -4.863 2.375
O -0.986 5.038 3.783
O -2.899 2.689 0.426
O 2.317 3.077 5.296
O -2.395 -3.654 -0.341
O 3.722 4.144 2.782
C 0.076 0.825 0.441
C -0.324 -0.626 -4.198
C 4.946 0.573 -0.222
C -5.011 2.929 -0.831
C 2.490 3.596 2.804
C -0.474 -4.896 2.527
C 2.469 -1.626 3.202
C -2.135 -4.815 -1.088
C 2.290 2.546 3.979
C -3.536 2.577 -0.776
C -1.482 3.803 3.200
C -4.329 -1.631 -2.948
C 4.741 -2.897 -3.888
C -4.859 -0.389 -3.633
C -1.783 -5.690 2.434
C 0.100 6.163 -0.056
C -2.003 2.831 4.258
C -0.109 -0.504 -0.201
C 3.359 -3.301 -3.325
C -0.607 -0.329 -5.672
C 2.579 -2.618 4.322
C 4.527 2.019 -0.558
C -1.604 -4.589 -2.502
C 0.010 4.601 -0.146
H -0.554 3.388 2.808
H -1.488 1.874 5.789
H -1.219 3.511 -1.126
H 2.568 -3.372 -4.072
H -3.331 1.624 -1.263
H -3.019 -5.450 -1.137
H 4.319 0.189 0.583
H -0.663 4.232 0.628
H -6.624 2.084 -0.352
H 0.220 -1.278 1.572
H 2.062 -1.987 -2.808
H 1.625 0.380 1.696
H 1.755 -2.532 5.030
H 0.644 -0.753 -0.949
H -1.270 -0.968 -3.778
H 1.721 3.822 5.396
H -2.856 3.347 4.700
H 3.113 -0.772 3.410
H 0.519 6.635 -0.945
H 3.485 -2.422 4.895
H -1.965 -6.344 1.582
H -1.566 0.190 -5.676
H 5.439 -2.581 -3.113
H 6.862 0.949 -0.402
H -1.896 -6.403 3.251
H -4.817 0.255 -1.845
H 3.448 2.068 -0.701
H -2.469 1.971 3.778
H -1.002 -0.570 -0.823
H -3.932 -2.310 -3.703
H 4.644 -1.053 -4.245
H -2.288 -3.995 -3.109
H 0.778 -0.713 3.739
H -3.993 0.070 -4.109
H 2.971 -4.076 3.180
H 1.310 2.079 3.885
H 0.236 -4.623 -1.976
H 0.402 -5.495 2.276
H -0.013 -2.383 -3.613
H -3.432 2.213 1.068
H 1.333 -0.166 -6.175
H -3.068 -4.309 1.600
H -1.561 -5.550 -3.014
H -0.656 -1.309 -6.146
H -3.039 3.281 -1.444
H 4.770 -0.043 -1.104
H -0.008 1.546 -0.373
H -1.888 6.185 -0.406
H 1.751 4.394 2.885
H 0.483 -4.076 4.025
H 2.235 3.242 1.806
H -1.567 -3.175 -0.249
H -5.147 3.953 -0.481
H -1.454 -5.428 -0.496
H 0.979 4.146 0.057
H -0.540 -4.052 1.840
H -2.093 4.024 2.325
H 2.853 -2.049 2.274
H -1.695 5.560 4.167
H 0.012 0.206 -3.580
H 3.963 4.265 3.703
H 4.804 2.714 0.234
H -0.704 1.052 1.168
H -5.085 -2.249 -2.463
H -3.234 -2.067 -1.318
H 0.753 6.643 0.673
H 4.849 3.452 -1.749
H 3.063 1.778 3.975
H -5.563 -0.649 -4.424
H -5.295 3.046 -1.877
H 3.480 -4.239 -2.784
H 5.027 -3.764 -4.484

Löwdin population analysis, charges in e, atoms 1 to 6: -0.059, -0.088, -0.078, -0.038, -0.084, -0.059

---

The following is a quantum chemistry calculation of C13H17N as an isolated structure in a non-equilibrium geometry, from OMol25.

Values from the calculation:
2S+1: 1

Cartesian coordinates (Å):
N -0.223 -0.163 0.849
C 1.841 1.086 0.931
C -1.588 0.872 -3.211
C -2.573 -0.063 -0.819
C 1.318 -0.019 0.567
C 3.329 -0.854 1.854
C -0.873 1.038 -1.977
C 4.307 -0.525 2.611
C 2.126 -1.160 1.229
C -1.437 0.702 -0.719
C -1.084 -1.467 1.055
C -0.939 1.005 0.601
C -2.935 0.224 -3.182
C -3.390 -0.275 -1.969
H 1.509 1.754 -0.002
H 1.605 -0.154 -0.673
H 4.341 -0.412 3.599
H -2.439 -0.579 0.287
H 1.534 1.265 1.989
H 0.365 1.267 -2.086
H -4.584 -0.713 -1.784
H -3.188 -0.053 -4.314
H -1.331 -2.038 0.175
H -2.103 -0.884 1.206
H -1.610 1.206 1.333
H 5.307 -0.922 1.947
H 3.258 1.238 1.087
H -0.332 1.916 0.648
H 1.656 -2.218 0.946
H -0.858 -2.136 1.915
H -1.008 1.062 -4.090

natural (NBO) population analysis, charges in e, atoms 1 to 6: -0.460, -0.653, -0.228, -0.223, -0.060, 0.094

---

Lowest unoccupied orbital energy per entry: -4.64 -1.54 0.17 0.79 eV
Energy relative to the best compared isomer or geometry (same formula, charge and spin) per entry: 5.9069 2.9469 4.2942 13.5138 eV